Entry 1:
Here is a 2-piece molecular cluster, C18H40NO7PS2 overall at a distorted geometry from the OMol25 dataset. Energies are from ωB97M-V/def2-TZVPD.

**Kohn-Sham gap**: 9.03 eV
**E_HOMO**: -9.043 eV
**F_max**: 0.1500 Eh/bohr
**E_LUMO**: -0.01 eV
**DFT total energy**: -2428.656131 hartree
**Molar mass**: 477.6 g/mol

ORCA input file:
```
! wB97M-V def2-TZVPD RIJCOSX def2/J DEFGRID3
* xyz 0 1
C 1.66400 -2.06684 -4.47041
H 1.23877 -0.13211 1.81800
H -0.22287 -4.08789 2.24463
H -0.88769 -4.65588 -1.34750
O 2.21318 -3.32263 -5.05558
H 1.94163 2.69663 0.28094
C -2.11786 -4.66312 0.40205
C -0.15442 1.23619 -1.88794
H -1.99501 2.24634 0.30058
O 0.29946 -4.21514 0.24009
H -0.32738 3.32038 4.43291
H -0.38802 0.49724 0.25024
H 2.35229 -1.80359 -3.54439
H 1.09555 -0.65673 4.39321
H 0.12231 -6.56326 1.71498
P -1.24652 5.66244 -0.19478
C 1.89842 0.83537 1.69799
O -1.67582 6.76787 -1.49114
C 0.06607 1.46678 -0.28005
C 0.12918 -2.28441 -3.85933
C 0.95158 -5.88500 1.92849
S 1.23209 1.83267 -2.99277
H -1.82220 -1.10649 -3.83515
H 0.19925 3.94386 -1.32193
H 2.14260 0.76504 -3.21773
H -0.40032 -0.03788 -4.46742
C -1.13340 1.89742 2.77360
O -1.43505 2.34351 -4.08837
H 2.39820 1.00320 -0.50576
C -0.39178 -0.38159 -2.10504
H 1.04172 6.10646 -0.36811
H 1.75721 1.62973 2.54553
C -0.57479 3.15530 1.81985
H -1.16048 4.09349 2.20898
C -0.67463 -0.83214 -3.65381
H 0.67248 5.58045 1.16346
S -1.72999 2.08334 -2.56186
H -0.84120 6.91798 -2.05649
H -0.80786 0.84644 2.37468
C -0.89612 2.71345 0.27935
C -0.88620 3.90229 -0.83502
H -2.32508 1.91197 2.73886
C 0.60112 -4.44040 1.61536
H -1.69155 2.10024 5.01098
H 1.80486 -6.21133 1.32363
H -2.35277 -3.59289 0.35375
H 0.33459 1.26048 6.15176
O -1.94765 3.61789 -1.85740
H 0.57631 3.38898 2.03288
H 1.62121 -1.18043 -5.23978
O 0.20547 -0.23010 4.62567
C -0.71928 2.21070 4.33059
H 3.04880 0.54623 1.69825
H 1.52154 1.51242 4.70958
H 1.21082 -5.99315 2.98639
O -2.98916 1.18041 -2.46396
H 0.46494 -0.99533 -1.56790
C -0.79830 -4.94912 -0.29698
C 0.40301 1.19446 4.96203
H 3.11186 -3.50631 -4.64472
C 1.62287 1.55760 0.21343
N 0.35467 6.26077 0.41893
H -2.92992 -5.22434 -0.07155
H -0.48767 -3.06058 -4.48543
H 1.46371 -3.80865 1.85373
H -1.38534 -0.64149 -1.49628
H 0.29923 -2.79358 -2.79301
H -2.09012 -4.94387 1.45649
H -0.57459 -6.01972 -0.29425
*
```



Entry 2:
Here is C4H11AsClN2O4PtS4 as an isolated structure from the OMol25 dataset. Energies are from ωB97M-V/def2-TZVPD.

**Kohn-Sham gap (spin up / spin down)**: 5.79 / 6.12 eV
**<S²>**: 2.011
**E_HOMO (spin up / spin down)**: -4.174 / -4.506 eV
**Energy above the lowest of the compared OMol25 structures with the same formula, charge and spin**: 0.0 kcal/mol
**F_max**: 0.0130 Eh/bohr
**E_LUMO (spin up / spin down)**: 1.62 / 1.61 eV
**DFT total energy**: -4977.327672 hartree
**Molar mass**: 584.9 g/mol

ORCA input file:
```
! wB97M-V def2-TZVPD RIJCOSX def2/J DEFGRID3
* xyz -1 3
O 1.78346 0.18754 0.64330
C 0.37471 1.49312 -3.13082
Cl 2.09100 -0.10636 2.05006
H -0.07171 -2.15780 -4.37274
H -1.25085 -1.35749 -3.27578
S -3.56063 -0.17970 -2.96320
S -5.12135 -0.92475 0.10798
As -3.35490 -0.43272 -0.85778
O 2.73702 1.01503 2.66465
O 2.89538 -1.28748 2.14844
H 0.08424 2.40044 -2.59851
Pt -0.63547 0.32157 0.88378
C -0.68868 1.22804 -4.19066
C 0.78952 -0.85658 -2.82254
H 0.33110 -0.11050 -5.40694
N 0.46655 0.40676 -2.19953
N -0.48650 -0.13748 -4.79937
S -2.39172 1.41567 0.13083
O 0.77452 -0.33537 2.67719
H 0.83728 -1.61987 -2.04696
H -0.35240 0.28965 -1.61026
H -1.67388 1.18086 -3.71761
H 1.36257 1.67012 -3.57541
H 1.77294 -0.79022 -3.30633
H -1.30586 -0.35481 -5.36584
C -0.29486 -1.25782 -3.79684
S -1.56362 -1.64588 -0.29989
H -0.68156 1.94624 -5.01233
*
```



Q: F_max of number 2 (C4H11AsClN2O4PtS4)?
A: 0.0130 Eh/bohr



Q: What is the molar mass in the second record?
A: 584.9 g/mol



Q: Among the records above, which one has the highest molar mass?
A: C4H11AsClN2O4PtS4



What did the first record say?
Here is a 2-piece molecular cluster, C18H40NO7PS2 overall at a distorted geometry from the OMol25 dataset. Energies are from ωB97M-V/def2-TZVPD.

**Kohn-Sham gap**: 9.03 eV
**E_HOMO**: -9.043 eV
**F_max**: 0.1500 Eh/bohr
**E_LUMO**: -0.01 eV
**DFT total energy**: -2428.656131 hartree
**Molar mass**: 477.6 g/mol

ORCA input file:
```
! wB97M-V def2-TZVPD RIJCOSX def2/J DEFGRID3
* xyz 0 1
C 1.66400 -2.06684 -4.47041
H 1.23877 -0.13211 1.81800
H -0.22287 -4.08789 2.24463
H -0.88769 -4.65588 -1.34750
O 2.21318 -3.32263 -5.05558
H 1.94163 2.69663 0.28094
C -2.11786 -4.66312 0.40205
C -0.15442 1.23619 -1.88794
H -1.99501 2.24634 0.30058
O 0.29946 -4.21514 0.24009
H -0.32738 3.32038 4.43291
H -0.38802 0.49724 0.25024
H 2.35229 -1.80359 -3.54439
H 1.09555 -0.65673 4.39321
H 0.12231 -6.56326 1.71498
P -1.24652 5.66244 -0.19478
C 1.89842 0.83537 1.69799
O -1.67582 6.76787 -1.49114
C 0.06607 1.46678 -0.28005
C 0.12918 -2.28441 -3.85933
C 0.95158 -5.88500 1.92849
S 1.23209 1.83267 -2.99277
H -1.82220 -1.10649 -3.83515
H 0.19925 3.94386 -1.32193
H 2.14260 0.76504 -3.21773
H -0.40032 -0.03788 -4.46742
C -1.13340 1.89742 2.77360
O -1.43505 2.34351 -4.08837
H 2.39820 1.00320 -0.50576
C -0.39178 -0.38159 -2.10504
H 1.04172 6.10646 -0.36811
H 1.75721 1.62973 2.54553
C -0.57479 3.15530 1.81985
H -1.16048 4.09349 2.20898
C -0.67463 -0.83214 -3.65381
H 0.67248 5.58045 1.16346
S -1.72999 2.08334 -2.56186
H -0.84120 6.91798 -2.05649
H -0.80786 0.84644 2.37468
C -0.89612 2.71345 0.27935
C -0.88620 3.90229 -0.83502
H -2.32508 1.91197 2.73886
C 0.60112 -4.44040 1.61536
H -1.69155 2.10024 5.01098
H 1.80486 -6.21133 1.32363
H -2.35277 -3.59289 0.35375
H 0.33459 1.26048 6.15176
O -1.94765 3.61789 -1.85740
H 0.57631 3.38898 2.03288
H 1.62121 -1.18043 -5.23978
O 0.20547 -0.23010 4.62567
C -0.71928 2.21070 4.33059
H 3.04880 0.54623 1.69825
H 1.52154 1.51242 4.70958
H 1.21082 -5.99315 2.98639
O -2.98916 1.18041 -2.46396
H 0.46494 -0.99533 -1.56790
C -0.79830 -4.94912 -0.29698
C 0.40301 1.19446 4.96203
H 3.11186 -3.50631 -4.64472
C 1.62287 1.55760 0.21343
N 0.35467 6.26077 0.41893
H -2.92992 -5.22434 -0.07155
H -0.48767 -3.06058 -4.48543
H 1.46371 -3.80865 1.85373
H -1.38534 -0.64149 -1.49628
H 0.29923 -2.79358 -2.79301
H -2.09012 -4.94387 1.45649
H -0.57459 -6.01972 -0.29425
*
```